{"formula": "C4H7NO2", "method": "wB97M-V/def2-TZVPD", "orbital_gap_ev": 9.42, "multiplicity": 1, "homo_energy_ev": -8.51, "lumo_ev": 0.91, "charge": 0, "elements": ["O", "N", "C", "C", "C", "C", "O", "H", "H", "H", "H", "H", "H", "H"], "coordinates": [[-2.206, -0.771, -1.215], [-1.623, 0.393, -0.660], [-0.280, 0.242, -0.370], [0.741, 1.093, -0.513], [1.629, 0.322, 0.424], [0.505, -0.777, 0.413], [-0.002, -1.270, 1.621], [-2.926, -0.960, -0.597], [-1.708, 1.155, -1.314], [0.908, 1.972, -1.132], [1.719, 0.755, 1.429], [2.609, 0.050, 0.032], [0.810, -1.647, -0.178], [-0.325, -0.510, 2.122]], "nbo_charge": [-0.567, -0.328, 0.110, -0.259, -0.422, 0.082, -0.696, 0.473, 0.352, 0.208, 0.198, 0.197, 0.191, 0.464]}